This record from OMol25 describes H8Na5O5 as an isolated structure in a non-equilibrium geometry. The level of theory is ωB97M-V/def2-TZVPD.

Output
Multiplicity ... 1
LUMO level ... -11.818 eV
Energy above the lowest of the compared OMol25 structures with the same formula, charge and spin ... 6.338 eV
Calculated total energy ... -32419.338 eV
Highest occupied orbital energy ... -13.893 eV
Strongest force on any atom ... 0.029 hartree/bohr
Frontier orbital gap ... 2.074 eV
Net charge ... +3

XYZ file:
```
18
Properties=species:S:1:pos:R:3:forces:R:3:mulliken_charge:R:1
Na 10.21464 -20.29370 -10.86285 -0.1 0.0 -0.3 0.7198
Na 14.18131 -19.86742 -8.89831 0.5 0.4 0.1 0.8927
Na 7.53233 -17.58356 -7.71628 0.4 0.6 0.2 0.9226
Na 11.03074 -15.77966 -11.43664 0.3 1.1 0.4 0.8216
Na 10.65181 -21.09699 -6.30009 -0.1 0.3 0.5 0.8808
O 10.98109 -17.52838 -8.03647 -0.6 -0.6 -0.3 -1.0926
H 10.88760 -16.81467 -7.37587 0.2 -0.5 -0.4 0.2457
O 12.27967 -12.78896 -10.12682 -0.5 -1.4 0.2 -0.6469
H 12.04475 -13.07222 -9.22178 0.1 0.4 -0.3 0.2031
O 9.25597 -17.90449 -4.08434 -0.1 -0.4 -0.6 -0.6378
H 9.55674 -17.00703 -3.94175 0.1 0.3 0.1 0.3353
H 9.47115 -18.36173 -3.27141 -0.1 0.0 0.4 0.3242
O 14.10930 -15.06918 -7.26277 0.1 -0.3 0.2 -0.6040
H 13.50784 -15.77664 -7.49508 -0.3 -0.1 0.0 0.2717
H 13.95491 -14.39570 -7.92521 0.1 0.4 -0.3 0.3460
O 8.12624 -13.86046 -8.64268 0.0 -0.7 0.0 -0.6452
H 8.78479 -13.16585 -8.65137 0.3 0.3 -0.1 0.3325
H 7.50220 -13.59110 -7.96870 -0.2 0.3 0.1 0.3305
```
Positions in Å, forces in eV/Å.